No. 1
{"formula": "C33H23N4O5P2PtSe2", "method": "ωB97M-V with the def2-TZVPD basis set", "symbols": ["Pt", "O", "C", "C", "C", "N", "C", "C", "C", "O", "O", "C", "O", "O", "H", "H", "H", "Se", "P", "C", "C", "C", "C", "C", "C", "C", "C", "C", "C", "C", "C", "C", "C", "N", "N", "N", "P", "Se", "C", "C", "C", "C", "C", "C", "C", "C", "C", "C", "C", "C", "H", "H", "H", "H", "H", "H", "H", "H", "H", "H", "H", "H", "H", "H", "H", "H", "H", "H", "H", "H"], "coordinates": [[-3.3666, 0.9027, 0.2770], [-8.5600, 4.4321, 0.3295], [-7.4226, 3.6842, 0.3250], [-6.1734, 4.2389, 0.0968], [-5.0799, 3.4094, 0.0999], [-5.1899, 2.1045, 0.3451], [-6.3958, 1.5660, 0.5321], [-7.5441, 2.3198, 0.5321], [-6.4103, 0.0717, 0.6933], [-7.4839, -0.4949, 0.8710], [-5.2338, -0.4457, 0.6166], [-3.7131, 3.8859, -0.3102], [-3.5201, 5.1001, -0.3713], [-2.9341, 2.9172, -0.6150], [-8.3269, 5.3493, 0.1663], [-6.0195, 5.2954, -0.0987], [-8.5026, 1.8353, 0.6816], [3.1882, -0.7431, 2.7582], [2.7688, 0.3675, 1.0117], [3.4832, -0.3825, -0.4835], [3.2131, 0.1627, -1.7409], [3.8268, -0.3495, -2.8748], [4.7008, -1.4267, -2.7636], [4.9514, -1.9930, -1.5188], [4.3486, -1.4657, -0.3774], [3.5593, 2.0142, 1.0034], [3.3588, 2.9222, -0.0379], [4.0109, 4.1426, -0.0410], [4.8708, 4.4757, 1.0018], [5.0676, 3.5826, 2.0438], [4.4116, 2.3516, 2.0448], [1.0171, 0.6853, 0.6811], [-0.1793, -0.0136, 0.4778], [-1.1641, 0.9325, 0.5242], [-0.6245, 2.1314, 0.7446], [0.6808, 1.9955, 0.8580], [-0.7668, -1.7047, 0.2929], [-2.8839, -1.6785, 0.6258], [-0.4097, -2.3755, -1.3719], [0.8826, -2.5843, -1.8593], [1.0792, -3.1540, -3.1111], [-0.0063, -3.5041, -3.9027], [-1.2936, -3.2802, -3.4383], [-1.4957, -2.7248, -2.1796], [0.0669, -2.8016, 1.4758], [-0.6773, -3.3154, 2.5412], [-0.0863, -4.1792, 3.4550], [1.2483, -4.5401, 3.3119], [1.9931, -4.0264, 2.2612], [1.4080, -3.1593, 1.3511], [2.5053, 0.9788, -1.8415], [3.6093, 0.0817, -3.8487], [5.1721, -1.8353, -3.6520], [5.6265, -2.8392, -1.4300], [4.5513, -1.8763, 0.6055], [2.6498, 2.7074, -0.8270], [3.8285, 4.8464, -0.8463], [5.3716, 5.4364, 1.0043], [5.7244, 3.8398, 2.8681], [4.5561, 1.6503, 2.8564], [1.7504, -2.3054, -1.2805], [2.0885, -3.3183, -3.4655], [0.1538, -3.9434, -4.8823], [-2.1495, -3.5410, -4.0509], [-2.4997, -2.5595, -1.8158], [-1.7153, -3.0367, 2.6487], [-0.6732, -4.5700, 4.2781], [1.7122, -5.2102, 4.0288], [3.0440, -4.2777, 2.1577], [2.0222, -2.7613, 0.5583]], "forces_ev_per_angstrom": [[-0.47, -0.35, 0.05], [0.05, -0.14, 0.02], [-0.26, 0.13, 0.02], [-0.19, 0.30, 0.05], [-0.18, -0.34, 0.08], [0.01, 0.19, -0.16], [0.27, 0.18, 0.03], [-0.26, -0.01, 0.05], [0.37, -0.46, 0.15], [0.35, 0.02, -0.06], [-0.61, 0.06, 0.01], [0.48, 0.03, -0.11], [0.09, -0.47, -0.13], [0.10, 0.47, 0.00], [0.03, 0.14, -0.02], [0.00, -0.08, 0.00], [0.14, 0.06, -0.02], [0.02, 0.18, 0.00], [-0.20, 0.00, 0.13], [-0.02, -0.18, -0.22], [-0.07, -0.07, -0.09], [-0.06, -0.02, 0.01], [-0.04, -0.08, 0.06], [-0.03, 0.08, 0.03], [0.11, 0.01, -0.22], [-0.04, 0.11, 0.05], [-0.10, 0.08, -0.04], [0.02, 0.00, 0.03], [-0.02, -0.09, 0.04], [-0.06, -0.07, -0.03], [0.10, 0.16, -0.06], [-0.07, 0.63, 0.26], [-0.27, 0.25, 0.00], [0.37, 0.59, -0.07], [0.66, -1.06, 0.12], [-0.41, -0.17, -0.18], [0.00, -0.02, -0.01], [0.04, 0.05, 0.04], [-0.03, 0.00, -0.23], [-0.07, -0.01, -0.09], [-0.02, 0.07, 0.09], [-0.01, 0.01, 0.00], [0.03, 0.02, 0.09], [0.19, -0.02, -0.07], [0.08, -0.11, 0.12], [0.23, -0.06, 0.05], [0.00, 0.07, -0.10], [0.00, 0.02, 0.00], [-0.02, -0.10, -0.01], [-0.12, -0.12, 0.01], [0.05, -0.15, 0.00], [0.03, -0.06, 0.15], [-0.02, 0.04, 0.08], [-0.08, 0.09, -0.01], [-0.01, -0.01, -0.02], [0.07, 0.06, 0.11], [0.02, -0.07, 0.07], [0.00, -0.02, 0.01], [-0.04, -0.02, -0.07], [-0.01, 0.00, 0.01], [0.02, 0.06, -0.05], [0.02, 0.03, 0.00], [-0.01, 0.03, 0.09], [0.05, 0.02, 0.05], [-0.01, 0.01, 0.00], [-0.04, 0.02, 0.00], [0.03, 0.03, -0.04], [-0.05, 0.05, -0.06], [-0.11, 0.03, 0.02], [-0.01, 0.00, 0.04]], "de_lowest_ev": 0.904, "s_squared": 2.01, "gap_ev": [7.025, 7.728], "spin_multiplicity": 3, "total_charge": -1}



No. 2
{"formula": "C6H13NO2", "method": "ωB97M-V with the def2-TZVPD basis set", "symbols": ["C", "C", "C", "C", "C", "C", "H", "H", "H", "H", "H", "H", "H", "H", "H", "H", "H", "H", "H", "N", "O", "O"], "coordinates": [[-0.5636, 0.8967, 0.1779], [-1.8992, 0.2484, 0.0680], [0.6895, 0.0088, 0.4296], [0.2556, -1.0038, 1.5236], [1.2273, -0.7875, -0.6496], [1.5169, -0.0416, -2.0165], [0.0406, 2.0889, 1.5855], [-1.6953, 1.8666, 1.4835], [-0.3977, 1.4800, -0.7144], [1.4197, 0.8361, 0.5729], [0.1814, -0.5664, 2.5537], [-0.5821, -1.4715, 1.1576], [0.9997, -1.8565, 1.6166], [0.7000, -1.6489, -0.8385], [2.1929, -1.1577, -0.2673], [0.5554, 0.4093, -2.2258], [2.3018, 0.7308, -2.0848], [1.7354, -0.7213, -2.8519], [-2.9855, -0.8290, -0.8260], [-0.7332, 1.5154, 1.3819], [-2.8803, 0.7495, 0.7433], [-2.0794, -0.7461, -0.8193]], "forces_ev_per_angstrom": [[0.40, -2.54, -0.74], [-4.06, 1.50, 1.22], [-1.61, 0.71, 0.59], [4.14, 0.81, 2.07], [4.03, 1.04, -2.49], [-0.66, -0.53, 0.40], [0.46, 1.18, 0.65], [1.20, 0.37, 0.33], [-0.13, 0.63, -0.59], [-0.01, -0.83, 1.03], [-0.44, -0.46, -1.16], [-2.36, -0.91, -0.38], [-0.50, 1.05, -0.17], [-1.64, -1.91, -0.63], [-0.10, -0.07, -0.15], [-0.07, 0.42, -0.66], [-0.31, -0.25, 0.72], [-0.13, -0.11, 0.43], [-3.71, -0.86, -0.27], [-0.73, 2.51, 2.45], [2.88, -3.00, -3.38], [3.35, 1.24, 0.74]], "de_lowest_ev": 2.180, "gap_ev": 9.682}



No. 3
{"formula": "C28H70F6LiO17", "method": "ωB97M-V with the def2-TZVPD basis set", "symbols": ["Li", "C", "O", "O", "C", "F", "F", "F", "C", "C", "H", "H", "H", "H", "H", "H", "C", "O", "O", "C", "F", "F", "F", "C", "C", "H", "H", "H", "H", "H", "H", "C", "O", "C", "C", "O", "C", "H", "H", "H", "H", "H", "H", "H", "H", "H", "H", "C", "O", "C", "C", "O", "C", "H", "H", "H", "H", "H", "H", "H", "H", "H", "H", "C", "O", "C", "C", "O", "C", "H", "H", "H", "H", "H", "H", "H", "H", "H", "H", "C", "O", "C", "C", "O", "C", "H", "H", "H", "H", "H", "H", "H", "H", "H", "H", "O", "H", "H", "C", "O", "H", "H", "H", "H", "C", "O", "H", "H", "H", "H", "C", "O", "H", "H", "H", "H", "C", "O", "H", "H", "H", "H"], "coordinates": [[-15.9871, -16.6941, 14.5415], [-20.1685, -18.7264, 14.6123], [-19.8830, -19.2307, 15.9219], [-19.2334, -19.3680, 13.7649], [-21.6788, -18.9182, 14.2387], [-22.0654, -18.6993, 12.9838], [-22.1657, -20.0739, 14.6101], [-22.2740, -17.9278, 15.0545], [-20.3463, -18.4814, 17.0516], [-20.1119, -19.3833, 18.2804], [-20.6632, -19.0834, 19.1715], [-20.5471, -20.3656, 18.0970], [-19.0992, -19.6174, 18.6088], [-21.4021, -18.2108, 17.0379], [-19.8673, -17.5470, 17.3441], [-20.0074, -17.6525, 14.7062], [-16.7000, -17.0031, 17.4767], [-17.1849, -15.8272, 16.8165], [-16.2098, -17.8654, 16.4338], [-15.8205, -16.6422, 18.7725], [-15.3340, -17.7496, 19.3787], [-14.8167, -15.7981, 18.4940], [-16.4487, -15.9879, 19.7476], [-17.6749, -14.6823, 17.4855], [-19.0937, -14.9540, 18.0356], [-19.8729, -15.1720, 17.3053], [-19.0339, -15.7406, 18.7878], [-19.3634, -14.1357, 18.7033], [-17.8187, -13.8809, 16.7608], [-17.0264, -14.3192, 18.2828], [-17.6035, -17.4186, 17.9229], [-11.4480, -21.7166, 23.5220], [-12.4523, -21.0844, 22.7538], [-11.9975, -20.6996, 21.4814], [-13.1169, -19.9253, 20.6549], [-14.0774, -20.8643, 20.1436], [-15.2081, -20.8666, 21.0218], [-10.5854, -21.0905, 23.7497], [-11.0545, -22.5407, 22.9269], [-11.7117, -22.1597, 24.4824], [-11.5076, -21.5287, 20.9709], [-11.2684, -19.8964, 21.5879], [-12.7508, -19.3492, 19.8051], [-13.5707, -19.1658, 21.2917], [-15.6803, -19.9642, 21.4100], [-15.1480, -21.6642, 21.7623], [-16.0144, -21.1929, 20.3650], [-21.7669, -11.7844, 18.8514], [-20.8318, -11.0916, 18.0981], [-21.3109, -10.7463, 16.7218], [-20.1183, -10.5430, 15.7524], [-19.4098, -9.4193, 16.2032], [-18.2182, -8.9385, 15.5305], [-22.7722, -11.3824, 18.7253], [-21.4578, -11.8806, 19.8922], [-21.8328, -12.7426, 18.3361], [-21.8935, -9.8273, 16.7864], [-21.9978, -11.4469, 16.2470], [-20.5287, -10.4721, 14.7451], [-19.4529, -11.4051, 15.7068], [-17.7820, -8.2209, 16.2254], [-18.5578, -8.3782, 14.6593], [-17.5463, -9.7261, 15.1893], [-20.4763, -13.7929, 14.6409], [-21.9132, -13.6097, 14.6291], [-22.5940, -14.0434, 13.4223], [-21.9305, -13.6254, 12.1466], [-20.6225, -14.2034, 11.8479], [-20.5518, -15.6165, 11.7159], [-19.9512, -13.0371, 14.0569], [-20.2419, -14.8258, 14.3837], [-20.1377, -13.4734, 15.6265], [-23.6373, -13.7496, 13.5377], [-22.7106, -15.1159, 13.5784], [-21.8519, -12.5398, 12.2040], [-22.6839, -13.7032, 11.3627], [-21.3643, -16.0981, 11.1718], [-20.6185, -16.0637, 12.7077], [-19.5657, -15.8778, 11.3320], [-19.2627, -17.7594, 22.8844], [-18.5364, -16.7654, 23.7162], [-17.5372, -15.9990, 23.0431], [-18.1446, -14.9450, 22.0897], [-18.8093, -13.9128, 22.8129], [-19.4562, -13.0241, 21.8797], [-20.2503, -17.3871, 22.6121], [-19.5668, -18.6262, 23.4711], [-18.6138, -17.9326, 22.0258], [-16.8096, -16.6205, 22.5211], [-16.9608, -15.4882, 23.8144], [-18.7280, -15.4464, 21.3174], [-17.4189, -14.3284, 21.5595], [-20.0632, -13.5732, 21.1599], [-18.7908, -12.4381, 21.2457], [-20.0502, -12.1797, 22.2294], [-17.6480, -11.2490, 17.9559], [-18.4856, -10.8670, 17.6939], [-17.0138, -10.5422, 17.8355], [-14.8525, -12.5421, 19.5847], [-15.7615, -11.6630, 20.1371], [-13.8897, -12.4269, 20.0825], [-15.1269, -13.5963, 19.6221], [-14.6858, -12.3091, 18.5331], [-16.4830, -11.6825, 19.5042], [-15.5779, -11.7573, 14.8647], [-16.1471, -11.4885, 13.6101], [-14.6126, -12.2248, 15.0588], [-15.7243, -10.9641, 15.5979], [-16.2680, -12.4656, 15.3234], [-15.4275, -11.5149, 12.9752], [-12.1272, -17.8479, 16.8020], [-11.9338, -18.1484, 15.3852], [-12.0964, -18.6815, 17.5037], [-11.3502, -17.1683, 17.1518], [-13.1172, -17.4007, 16.8914], [-12.4921, -18.9174, 15.2490], [-22.1280, -15.6956, 20.1784], [-23.1472, -16.4365, 19.6077], [-21.4543, -16.5054, 20.4584], [-21.5684, -15.0275, 19.5237], [-22.4739, -15.0807, 21.0093], [-23.9051, -15.9379, 19.2937]], "forces_ev_per_angstrom": [[-0.71, -1.06, 1.79], [4.01, -2.29, -2.70], [-1.18, 0.78, 1.23], [-2.96, 1.94, 1.24], [1.66, 1.28, 1.84], [0.11, 0.33, -0.09], [-0.67, -0.90, 0.20], [-0.97, -0.47, -1.03], [0.22, -1.24, 1.38], [-0.82, -0.97, 0.16], [-0.03, 0.66, 0.06], [-0.04, -0.16, -0.37], [0.33, 0.53, -0.48], [-0.14, -0.36, -0.28], [0.76, 0.37, -1.05], [-0.21, 0.80, -0.30], [-0.26, -1.98, -1.93], [1.25, 1.07, -0.95], [0.12, 3.23, 2.43], [0.46, -0.54, -1.38], [0.14, 0.15, -0.58], [1.10, -0.20, -0.64], [-1.55, 0.10, 0.63], [-1.78, -0.40, 0.21], [0.86, 0.13, 1.36], [0.26, 0.05, -0.03], [-0.09, -0.60, -0.32], [-0.32, 0.62, -0.41], [0.56, -0.05, -0.28], [0.08, -0.02, -0.08], [-0.11, -0.65, 0.34], [0.85, -0.51, -0.77], [-0.56, -0.14, 0.95], [-0.44, 2.17, -0.73], [0.55, -2.06, 0.32], [-0.23, 1.98, 1.64], [-1.61, -1.97, -1.61], [0.02, 0.58, -0.19], [0.21, -0.31, -0.07], [-1.07, 0.36, -0.18], [-0.33, -0.14, -0.36], [0.73, 0.01, 0.26], [0.66, -0.38, -0.05], [-0.15, -0.22, 0.30], [1.19, 0.63, 0.16], [0.39, 0.34, 0.43], [-0.20, -0.32, -0.12], [-0.67, -1.08, -1.19], [0.53, 1.56, -2.40], [1.12, 0.02, 0.75], [-0.38, -0.28, 0.74], [0.81, 0.69, 0.36], [-1.73, -0.16, -0.09], [-0.17, 0.50, 0.53], [0.00, 0.13, -0.17], [-0.21, -0.79, 0.68], [0.22, 0.33, 0.15], [0.19, -0.82, 0.48], [-0.13, 0.49, -0.27], [0.02, -0.30, 0.30], [0.26, -0.30, -0.03], [0.20, 0.05, -0.27], [0.06, -0.10, 0.28], [-0.95, 0.75, 0.40], [0.37, 0.68, -0.46], [0.72, -1.25, 2.00], [0.25, 0.05, -0.14], [-1.59, 0.97, -0.39], [-0.21, -0.21, 1.19], [-0.14, -0.37, -0.93], [0.40, 0.17, 0.15], [-0.31, -0.82, 0.48], [0.13, 0.83, -0.34], [0.41, -0.52, -0.67], [0.87, 0.11, 0.07], [0.20, -0.82, -0.59], [0.00, 0.34, -0.55], [0.11, -0.24, 0.15], [-0.23, 0.15, -0.26], [0.61, 1.73, 0.78], [-0.56, -1.02, -0.45], [-0.81, 0.70, -0.11], [1.02, 0.58, 0.32], [-1.75, 0.68, -0.31], [0.34, -0.05, -0.71], [0.18, 0.61, -0.54], [1.00, -0.20, 0.18], [-0.43, -0.63, -0.12], [-0.16, -0.24, -0.39], [-0.23, 0.05, 0.19], [-0.66, 0.05, 0.08], [0.92, -0.84, -0.38], [-0.28, -0.32, 0.13], [1.05, -0.42, -0.11], [-0.25, -0.65, 1.35], [0.52, -0.41, 0.08], [-0.67, 0.21, 0.09], [0.16, 0.29, -0.08], [1.44, -0.62, -0.53], [-0.73, 0.38, 0.33], [0.00, -0.03, 0.12], [-0.23, -0.07, 0.25], [0.15, 0.00, -0.33], [-0.77, 0.31, 0.21], [-1.89, -0.97, 2.43], [1.18, 0.14, -0.57], [0.40, 0.33, -1.14], [0.52, 0.79, -0.41], [-0.04, -0.54, 0.08], [-0.16, 0.20, -0.32], [-0.34, 0.49, -0.52], [0.20, -0.21, 1.42], [0.07, -0.54, -0.48], [-0.05, 0.18, -0.41], [0.05, 0.19, 0.32], [-0.07, -0.11, -0.31], [0.63, -0.01, 0.31], [-1.23, -0.71, -0.88], [0.41, 0.52, 0.63], [-0.14, 0.00, -0.53], [0.12, -0.18, 0.43], [0.24, 0.36, 0.05]], "de_lowest_ev": 0.000, "gap_ev": 4.659, "total_charge": -1}



No. 4
{"formula": "C6H10O", "method": "ωB97M-V with the def2-TZVPD basis set", "symbols": ["C", "C", "O", "C", "C", "C", "C", "H", "H", "H", "H", "H", "H", "H", "H", "H", "H"], "coordinates": [[0.9452, 0.3726, 0.8755], [0.9606, 0.5796, -0.6272], [-0.3732, 0.3621, -1.1870], [-1.5751, 1.4076, -1.0286], [-1.0196, -0.8132, -0.7563], [-0.5817, -1.5181, 0.2813], [0.5304, -1.0672, 1.1919], [0.2404, 1.0860, 1.3183], [1.9367, 0.5996, 1.2829], [1.2238, 1.5960, -0.9265], [1.6150, -0.1421, -1.1305], [-1.4152, 1.7520, 0.0062], [-1.1920, 2.1926, -1.6809], [-1.8222, -1.0698, -1.4307], [-1.0843, -2.4589, 0.4911], [1.3944, -1.7372, 1.0793], [0.2168, -1.1416, 2.2412]], "forces_ev_per_angstrom": [[-0.03, 0.05, -0.03], [0.06, 0.04, 0.07], [-0.48, -0.30, 0.30], [0.12, 0.46, 0.05], [0.62, -0.74, -0.03], [-0.13, 0.19, -0.07], [0.07, 0.02, 0.01], [0.09, -0.12, -0.07], [-0.15, -0.03, -0.09], [-0.11, -0.17, 0.05], [-0.10, 0.10, 0.07], [-0.01, -0.06, -0.04], [0.03, 0.25, -0.16], [0.09, 0.08, 0.17], [0.04, 0.19, -0.03], [-0.13, 0.07, 0.02], [0.03, -0.03, -0.21]], "de_lowest_ev": 4.409, "gap_ev": 8.032}



Number 1: electronic energy -7471.57009 Eh, F_max 1.2 eV/Å. Number 2: electronic energy -441.59990 Eh, F_max 5.4 eV/Å. Number 3: electronic energy -2994.28275 Eh, F_max 5.3 eV/Å. Number 4: electronic energy -309.68034 Eh, F_max 1.0 eV/Å.